111
Properties=species:S:1:pos:R:3:mulliken_charge:R:1 method="wB97M-V/def2-TZVPD" homo_ev=-7.30 gap_ev=6.64 e_lumo_ev=-0.66
H -1.12523 -4.23438 3.88175 0.396
C 1.11329 -3.48160 -0.12460 -0.727
C 4.56173 -1.46247 -5.11795 0.284
C -2.45752 2.65692 -2.63902 -0.618
C -2.88315 1.95706 4.74055 -2.289
C -3.12281 2.60534 -3.85747 -0.769
C -5.60167 -2.19324 -3.50159 -0.067
O 0.04165 1.73154 1.66377 -0.150
H 5.58330 -1.81724 4.23304 0.428
C -0.74559 -0.09660 4.72031 0.025
C -5.43393 -2.08208 -2.12945 0.273
H -3.47966 -0.43095 0.99816 0.725
H 0.26936 -3.90935 -0.67888 0.813
H -1.39663 -0.06422 5.58383 0.311
C -3.39533 -0.63272 -1.14835 0.118
H -1.22866 4.14546 4.87062 0.444
C 2.64482 -2.35258 -3.95921 0.569
C -2.54432 -0.78878 -2.23299 -0.994
C 1.06523 -3.96958 1.29115 0.144
C 2.11184 -4.96138 3.23921 -0.718
C 5.29701 -2.72411 0.99096 -0.714
C 0.14364 -1.15174 4.58613 -1.731
H -3.03554 2.63811 -1.72364 0.505
H -5.76590 -5.35952 -1.41932 0.362
H -3.57839 3.99575 3.19137 0.314
C 1.01783 5.06213 -2.00424 -0.420
H -5.94730 -3.57178 -5.11003 0.364
H -2.92337 -0.79298 -3.24537 0.549
H -2.93296 2.57440 -5.99459 0.400
H 3.93533 4.82501 0.51035 0.440
H -5.38620 -3.18901 -0.28222 0.413
C 3.68619 -0.33643 -3.16959 0.611
H 0.87412 -5.21171 4.97902 0.400
H -1.01818 -0.70916 1.25628 0.579
O 1.80331 -1.24064 -2.05714 0.528
C -5.71474 -4.44378 -1.99719 -0.417
C -1.04003 2.55968 1.52327 -0.634
H -0.45668 2.78703 5.71681 0.398
C -1.88767 2.82360 2.59630 0.940
H -3.80965 5.15716 1.04983 0.432
C -2.89952 3.75152 2.38480 -0.210
H 3.77884 6.76434 -1.02497 0.392
C 5.80561 -2.68156 2.27909 -0.624
C -5.81545 -3.45492 -4.04035 -0.443
H 1.90906 6.90503 -2.63560 0.425
H 3.62219 -0.47980 3.63332 0.505
H 0.22180 3.38880 4.19772 0.412
C 0.06210 0.80576 2.68697 -1.115
C 4.17017 -1.98272 0.66081 -0.157
C 3.56819 -2.42990 -4.99426 0.146
C -2.85256 -0.57697 0.13014 -1.082
C -1.02264 2.64679 -5.01042 -0.704
C -0.19236 -4.32198 3.33789 -0.693
H 2.25611 3.02609 0.40196 0.292
Cl 5.81975 0.80195 -4.35117 -0.193
P 2.16674 -0.04646 1.10277 0.156
C -1.59597 2.20501 3.95557 1.912
C 4.07742 -1.11909 2.88557 -0.625
H -3.42477 2.88747 4.90866 0.530
S -5.15679 -0.48768 -1.37503 -0.179
Cl 3.69542 0.96833 -2.05190 -0.062
C -1.49002 -0.73662 0.27832 -0.177
C 4.61177 -0.41294 -4.20242 0.127
C 2.17484 -4.53285 1.92145 -0.327
C -2.41101 2.60708 -5.04692 -0.627
C 3.52950 -1.17755 1.60121 0.788
H 0.19956 5.14297 -2.70890 0.384
C 2.68866 -1.31434 -3.01764 -1.216
H -5.57308 -1.31881 -4.13768 0.447
C -1.19516 3.14539 0.26211 -0.218
N -5.86967 -4.56614 -3.31286 -0.575
H -0.48472 -1.09813 -2.80891 0.442
C 1.02332 -1.20702 3.51638 0.282
C 1.98085 6.06211 -1.95985 -0.752
H 6.68044 -3.26172 2.54249 0.398
H 0.15643 -1.94122 5.32654 0.561
H -3.54158 1.26221 4.21692 0.365
C 2.16415 3.89332 -0.24419 -0.254
H 3.80748 -2.04446 -0.36205 0.042
Cl 3.47737 -3.72357 -6.12447 -0.201
C -0.79761 0.92116 3.77275 0.530
C -1.19346 -0.95143 -2.00600 -0.772
H -2.29752 4.62808 -0.82462 0.659
H 2.00918 -3.85443 -0.63379 0.548
C 1.01106 -0.21511 2.53821 0.557
Cl 1.38674 -3.52238 -3.79758 -0.165
N -0.68087 -0.94473 -0.76830 1.621
C 5.18930 -1.87216 3.22582 -0.671
Cl 5.70864 -1.55542 -6.39789 -0.191
H -0.45206 2.63875 -5.93057 0.435
C -5.50046 -3.23172 -1.35700 -0.189
C -3.03657 4.41009 1.17164 -1.541
H -0.99876 -3.43959 1.56693 0.412
P -0.06687 2.56476 -1.06811 2.020
C -2.18453 4.11403 0.12162 -0.035
C 1.09993 3.97125 -1.14678 0.346
H 3.10588 -4.61664 1.37353 0.432
C 3.11520 4.90000 -0.19242 -0.771
Al 1.17771 -1.53154 -0.42896 -2.096
H 1.71651 -2.03462 3.43130 0.462
C -0.36009 2.69580 -3.79424 -1.207
H -2.66120 1.54834 5.72574 0.484
C -0.11443 -3.86929 2.02966 0.025
C 3.02794 5.98530 -1.05459 -0.542
C -1.06649 2.72461 -2.58704 0.430
H 0.72486 2.70666 -3.78054 0.563
C 0.92557 -4.86402 3.95531 -0.476
H -4.20481 2.56020 -3.87250 0.453
H 2.99358 -5.38231 3.70636 0.424
C -0.70767 3.19540 4.73602 -1.893
H 5.77128 -3.33790 0.23503 0.459

=====

104
Properties=species:S:1:pos:R:3:mulliken_charge:R:1 method="wB97M-V/def2-TZVPD" homo_ev="-5.91 / -5.88" gap_ev="3.39 / 3.26" spin_multiplicity=2 s2=1.0485 e_lumo_ev="-2.52 / -2.62"
H 2.01254 1.31601 -2.30647 0.137
C -6.24485 -1.73179 -3.11194 -0.921
H -0.37423 -7.81452 3.99019 0.394
C -0.14656 4.89767 -2.83287 -0.280
H 3.32602 0.63420 3.87461 0.527
Ir 0.28360 -0.53436 -0.43898 1.795
H 2.41709 7.20660 -1.08691 0.409
N 1.36002 1.14863 -0.04930 0.198
H -4.62212 1.10746 -1.46475 0.839
C -2.80215 -1.15884 -1.66718 1.934
H -0.50202 6.54170 -4.13237 0.427
H -1.47707 -0.07064 2.83117 0.530
C -2.00730 1.55938 0.45336 0.228
C 6.66709 1.05104 3.57936 -0.379
H 3.25573 2.76864 2.20731 0.707
C -3.27477 1.99163 0.03170 -1.614
H -5.50460 -0.95012 -1.26381 0.640
H 2.94438 -4.20102 2.20295 0.516
C 2.32445 1.29549 0.87409 -0.068
H 2.74453 0.24592 -3.50220 0.420
H -0.44173 -0.66707 -5.22573 0.348
C -0.18744 -7.03314 3.27005 -0.421
H -1.59268 -4.23727 2.01165 0.413
C 1.70921 6.55687 -1.57868 -0.888
H 2.11103 1.83096 -3.99637 0.360
C 0.98231 -7.03302 2.52938 -0.745
C -1.67645 2.06316 2.88134 -0.522
H -3.78313 2.87166 0.37843 0.671
H 1.69805 -7.82994 2.66327 0.379
C 4.29951 0.71146 3.41171 0.463
C -0.87351 -5.02904 2.16222 -0.162
C 0.58390 0.31802 -3.58401 1.641
O 0.31519 -0.63459 -2.64148 -0.815
C -1.17667 2.17724 1.49726 0.562
C 1.16164 3.09030 1.96347 -1.484
N 1.71766 -1.61135 0.56599 0.138
C -2.04206 3.16068 3.64794 -0.052
C 1.24437 -6.02122 1.62270 -0.247
C -3.90714 -1.47755 -2.58468 -0.246
C 2.87077 -1.10869 1.10372 0.497
H 7.54349 1.25360 4.17780 0.380
C 6.78237 0.89359 2.20875 -0.799
C -0.51372 -3.43380 -0.21000 0.213
C 0.53249 -3.77968 0.64196 0.703
H -1.49110 0.90809 -3.76729 0.196
C -2.33978 -3.62153 -1.50150 -1.300
C -2.61913 1.70577 5.46598 -0.380
H -3.19509 -3.98152 -2.03960 0.548
C 3.54808 -2.14157 1.80182 -1.428
C 0.03478 2.63822 1.16893 0.905
H -7.27957 -1.60990 -2.82900 0.392
H -0.57166 1.86383 -2.60569 -0.330
H -6.70535 -2.63419 -4.99692 0.390
C 1.62511 -2.92094 0.94331 0.420
H 1.20912 -1.23134 -4.99277 0.429
C 1.53274 5.28087 -1.11866 -0.313
H 4.48021 -2.02716 2.32137 0.493
C 0.59755 2.33386 -0.19152 0.270
C -2.23136 0.60731 4.71461 -0.753
C -1.12566 -6.03499 3.06950 -0.867
C -5.24822 -1.32661 -2.24246 -0.468
C 3.19584 0.25686 1.22844 1.020
C 0.32867 -4.98913 1.44933 0.012
H -2.55703 -2.18978 -4.08435 0.638
H -0.86267 4.26020 -3.32453 0.579
N -1.64782 0.44003 -0.20123 0.142
H 1.13648 8.02316 -3.02711 0.426
C -3.69646 1.09294 -0.92493 -1.394
H -0.34077 2.12967 -4.35160 0.632
C -1.47326 -4.35373 -0.75779 -1.787
H 0.91092 0.36015 -5.72261 0.402
N -0.83012 -2.17774 -0.60824 0.569
C 4.40633 0.55907 2.03261 -0.978
C 0.56994 -0.35375 -4.97960 -1.988
C 0.53069 3.14953 -1.19960 -0.255
H -2.80846 3.83981 5.52584 0.408
C 0.58167 4.41028 -1.72322 0.291
H -1.96587 4.15077 3.22421 0.472
C -2.69975 0.08642 -1.01695 -0.454
C 0.97977 7.01891 -2.66789 -0.344
H -4.33612 -2.94145 -5.61535 0.424
H 7.75515 0.95489 1.74101 0.396
H 5.32447 1.06900 5.25004 0.395
C -2.51334 2.98130 4.93741 -0.830
H -2.29593 -0.38671 5.13439 0.432
H -1.45825 -5.41773 -0.61455 0.633
C -1.95851 -2.24259 -1.35463 0.584
C -3.59484 -2.05543 -3.81817 0.019
C 5.42155 0.95965 4.17978 -0.947
C 1.95819 0.97866 -3.33938 -1.434
H 5.75037 0.53039 0.36607 0.477
C -1.77673 0.78350 3.42232 -0.280
C 0.05942 6.17916 -3.28421 -0.862
C -4.59277 -2.47238 -4.67720 -0.890
C -5.92310 -2.30781 -4.32879 -0.422
C 5.65848 0.65087 1.43587 -0.094
C 2.34398 2.50032 1.70047 -0.924
H -3.00594 1.56545 6.46461 0.384
H 2.14752 -6.04591 1.03134 0.583
C 2.75861 -3.26071 1.72370 -1.469
C -0.53096 1.38658 -3.58189 -0.858
H 2.09314 4.90583 -0.27677 0.393
H 1.04953 3.86537 2.70265 0.482
H -2.04994 -6.03638 3.62571 0.390

=====

Calculated values (kcal/mol) of relative energy (zero: lowest compared OMol25 entry of this formula, charge and spin) for the records, taken in order: 0.0; 135.6.